{
  "formula": "C34H68FNO18S",
  "method": "ωB97M-V/def2-TZVPD",
  "homo_ev": -9.450,
  "total_energy_ev": -88258.967,
  "homo_lumo_gap_ev": 9.93,
  "smiles": "CCOC(=O)CCCNS(=O)(=O)F.CCOC(C)=O.CCOC(C)=O.CCOC(C)=O.CCOC(C)=O.CCOC(C)=O.CCOC(C)=O.CCOC(C)=O",
  "elements": ["C", "C", "O", "C", "O", "C", "C", "C", "N", "S", "O", "O", "F", "H", "H", "H", "H", "H", "H", "H", "H", "H", "H", "H", "H", "C", "C", "O", "C", "C", "O", "H", "H", "H", "H", "H", "H", "H", "H", "C", "C", "O", "C", "C", "O", "H", "H", "H", "H", "H", "H", "H", "H", "C", "C", "O", "C", "C", "O", "H", "H", "H", "H", "H", "H", "H", "H", "C", "C", "O", "C", "C", "O", "H", "H", "H", "H", "H", "H", "H", "H", "C", "C", "O", "C", "C", "O", "H", "H", "H", "H", "H", "H", "H", "H", "C", "C", "O", "C", "C", "O", "H", "H", "H", "H", "H", "H", "H", "H", "C", "C", "O", "C", "C", "O", "H", "H", "H", "H", "H", "H", "H", "H"],
  "coordinates": [[2.6845, 1.6513, 0.4495], [2.2702, 2.9000, -0.3215], [0.9005, 3.1871, -0.0058], [0.3674, 4.2470, -0.6355], [0.8461, 4.7569, -1.6425], [-0.9347, 4.7130, -0.0516], [-1.1757, 4.2842, 1.4031], [-2.1943, 3.1673, 1.5835], [-1.9393, 2.0272, 0.6840], [-3.2410, 1.4737, -0.1063], [-3.8491, 0.4127, 0.6083], [-4.0675, 2.4950, -0.6437], [-2.4832, 0.8373, -1.2993], [1.9284, 1.4199, 1.1890], [2.7936, 0.7941, -0.2019], [3.6072, 1.8090, 0.9881], [2.9056, 3.7298, -0.0420], [2.3984, 2.7219, -1.3804], [-1.6829, 4.2190, -0.6733], [-1.0435, 5.7742, -0.2054], [-0.2639, 4.0019, 1.9121], [-1.5565, 5.1452, 1.9424], [-2.1008, 2.7885, 2.5951], [-3.1971, 3.5693, 1.5048], [-1.1470, 2.1607, 0.0669], [-3.4005, -0.2323, -3.9381], [-3.7659, -0.9316, -5.2310], [-2.7658, -1.8864, -5.6129], [-2.7327, -3.1341, -5.1259], [-3.6567, -3.5138, -3.9889], [-1.9354, -3.9145, -5.5680], [-3.3337, -0.9333, -3.1061], [-4.1445, 0.5244, -3.6879], [-2.4280, 0.2515, -4.0300], [-4.7468, -1.3995, -5.1938], [-3.8011, -0.2116, -6.0444], [-3.1059, -3.4380, -3.0528], [-3.9642, -4.5467, -4.1348], [-4.5562, -2.9063, -3.9230], [-0.1088, 3.4938, 7.5666], [1.3519, 3.4315, 7.1693], [1.5221, 2.9943, 5.8209], [1.4367, 3.8199, 4.7618], [0.9306, 5.2329, 4.9530], [1.7137, 3.3969, 3.6764], [-0.6606, 4.2165, 6.9653], [-0.2068, 3.7753, 8.6152], [-0.5788, 2.5217, 7.4194], [1.8689, 4.3780, 7.3347], [1.8648, 2.6855, 7.7731], [-0.1285, 5.2595, 4.7002], [1.4724, 5.8810, 4.2688], [1.0661, 5.6274, 5.9570], [4.2850, -2.8284, 3.8519], [3.7738, -2.2670, 2.5452], [4.2302, -0.9224, 2.3332], [5.4341, -0.6242, 1.8292], [6.4749, -1.7096, 1.6863], [5.6716, 0.5205, 1.5499], [5.3728, -2.8899, 3.8701], [3.8858, -3.8280, 4.0193], [3.9842, -2.1837, 4.6796], [4.0249, -2.8988, 1.6961], [2.6881, -2.2006, 2.5678], [7.1409, -1.6759, 2.5466], [7.0489, -1.5107, 0.7840], [6.0646, -2.7124, 1.5988], [-1.4938, 9.7800, -4.6234], [-0.4504, 8.9167, -3.9446], [-0.6851, 8.7969, -2.5399], [-1.5342, 7.9046, -2.0116], [-2.4616, 7.1235, -2.9127], [-1.5713, 7.7823, -0.8175], [-2.4913, 9.3484, -4.5415], [-1.2585, 9.8995, -5.6810], [-1.5265, 10.7650, -4.1583], [-0.3610, 7.9311, -4.4029], [0.5265, 9.3887, -4.0258], [-3.4334, 7.6147, -2.9192], [-2.5745, 6.1243, -2.4990], [-2.1083, 7.0170, -3.9350], [0.1601, -3.6099, -1.2495], [1.6690, -3.7369, -1.2404], [2.1809, -3.9625, 0.0774], [2.2414, -5.1745, 0.6529], [1.5606, -6.3519, -0.0058], [2.7930, -5.2784, 1.7138], [-0.3250, -4.5264, -0.9134], [-0.1963, -3.3830, -2.2542], [-0.1527, -2.8106, -0.5780], [2.0278, -4.5050, -1.9272], [2.1184, -2.7981, -1.5580], [0.5857, -6.4918, 0.4582], [2.1664, -7.2366, 0.1725], [1.4319, -6.2514, -1.0805], [6.1656, -7.6776, 6.2932], [5.6754, -7.0951, 4.9833], [6.1371, -5.7582, 4.7854], [7.3480, -5.4599, 4.2845], [8.3802, -6.5549, 4.1330], [7.6086, -4.3202, 4.0198], [7.2528, -7.7495, 6.3226], [5.7523, -8.6750, 6.4441], [5.8593, -7.0422, 7.1238], [5.9316, -7.7206, 4.1269], [4.5902, -7.0166, 4.9995], [9.0420, -6.5286, 4.9971], [8.9616, -6.3502, 3.2378], [7.9634, -7.5541, 4.0339], [-8.7773, -4.0799, -5.9310], [-7.8111, -3.2957, -5.0681], [-7.0071, -2.4005, -5.8414], [-7.4172, -1.1711, -6.2140], [-8.8573, -0.7657, -6.0013], [-6.6316, -0.4461, -6.7540], [-9.4893, -3.4272, -6.4356], [-9.3361, -4.7927, -5.3246], [-8.2335, -4.6258, -6.7015], [-8.3129, -2.7604, -4.2605], [-7.1023, -3.9764, -4.5996], [-9.4006, -0.9174, -6.9325], [-8.8767, 0.2915, -5.7500], [-9.3621, -1.3036, -5.2026]],
  "atomic_forces_ev_per_a": [[-0.31, 0.29, 0.07], [0.69, -1.05, 0.08], [-0.23, 0.60, -0.12], [0.57, 0.86, -1.65], [-0.34, -0.67, 1.39], [-0.04, -1.05, 0.46], [-0.16, 0.35, 0.00], [0.50, -0.03, 0.67], [-0.30, 0.26, -0.25], [-0.28, -0.14, 0.50], [-0.07, -0.17, 0.12], [-0.03, 0.35, -0.20], [0.40, -0.23, -0.41], [-0.15, -0.07, 0.23], [0.06, -0.20, -0.13], [0.27, -0.09, 0.03], [-0.19, 0.43, 0.06], [-0.24, 0.25, -0.33], [-0.29, 0.18, -0.23], [0.11, 0.23, -0.05], [0.38, -0.06, -0.11], [-0.15, 0.15, 0.17], [-0.05, -0.04, 0.27], [-0.29, -0.15, -0.50], [0.14, -0.07, 0.04], [0.09, -0.14, 0.00], [-0.06, 0.24, 0.20], [0.07, 0.02, -0.21], [-0.12, 0.06, 0.23], [-0.36, -0.02, -0.19], [0.17, -0.12, -0.06], [-0.08, -0.01, 0.03], [-0.01, 0.01, -0.02], [-0.02, 0.05, -0.04], [0.02, -0.02, -0.02], [0.05, -0.09, -0.10], [0.01, 0.00, 0.03], [0.17, -0.06, 0.04], [0.09, 0.06, 0.07], [-0.07, 0.01, -0.12], [-0.12, 0.08, 0.18], [0.16, -0.20, 0.01], [-0.22, 0.23, 0.05], [0.32, 0.13, 0.20], [0.00, -0.12, -0.23], [0.03, 0.06, 0.03], [0.02, -0.01, 0.01], [0.03, -0.03, 0.04], [-0.04, 0.02, -0.03], [0.05, -0.05, -0.08], [-0.02, 0.00, -0.02], [-0.09, -0.07, -0.14], [-0.12, -0.05, 0.01], [0.14, 0.11, 0.14], [0.07, -0.24, 0.17], [-0.33, 0.15, -0.08], [0.18, -0.18, 0.13], [-0.16, -0.20, -0.37], [0.10, 0.19, -0.07], [0.00, -0.11, -0.03], [-0.02, -0.01, -0.06], [-0.08, -0.01, -0.02], [0.06, 0.01, 0.00], [-0.01, 0.13, -0.07], [0.00, -0.03, 0.03], [0.09, 0.16, 0.09], [0.01, 0.00, 0.17], [-0.11, 0.00, 0.10], [-0.05, 0.04, -0.23], [0.22, 0.11, 0.10], [-0.20, -0.09, -0.18], [0.27, -0.23, -0.16], [-0.02, 0.10, 0.20], [0.01, -0.05, -0.05], [0.02, 0.00, 0.00], [0.06, 0.02, -0.02], [-0.05, -0.01, 0.02], [0.03, -0.01, 0.11], [-0.02, 0.01, 0.02], [-0.08, 0.06, 0.12], [-0.06, 0.09, 0.00], [-0.06, -0.05, 0.14], [-0.18, 0.02, -0.20], [0.19, 0.17, 0.02], [-0.28, -0.14, -0.06], [0.25, -0.03, -0.31], [0.13, -0.02, 0.16], [0.01, -0.05, -0.06], [0.03, 0.00, -0.04], [0.02, 0.05, -0.02], [-0.04, -0.03, 0.04], [0.07, 0.01, 0.09], [-0.02, 0.00, 0.02], [-0.05, 0.00, 0.17], [-0.11, 0.05, 0.04], [0.12, 0.08, 0.03], [-0.01, -0.22, 0.12], [-0.20, 0.25, -0.06], [0.27, -0.28, 0.10], [-0.17, -0.21, -0.32], [-0.09, 0.23, -0.03], [0.00, -0.06, -0.04], [-0.02, 0.00, -0.01], [-0.06, -0.01, -0.01], [0.06, 0.01, 0.01], [-0.01, 0.11, -0.05], [0.02, 0.02, 0.02], [0.08, 0.14, 0.08], [0.01, 0.01, 0.12], [-0.01, 0.08, -0.12], [-0.19, -0.15, 0.03], [0.27, -0.07, 0.12], [-0.33, 0.04, -0.11], [0.01, 0.00, 0.39], [0.15, 0.08, -0.04], [-0.04, 0.02, 0.06], [0.02, -0.01, 0.02], [0.03, -0.04, 0.04], [-0.03, 0.03, -0.04], [0.09, 0.05, -0.03], [0.00, 0.00, -0.03], [0.04, 0.04, -0.16], [-0.03, -0.07, -0.10]]
}